P) Molecular formula: C3H11N2
Method: DFT, ωB97M-V/def2-TZVPD

The geometry in XYZ format:
```
16
C3H11N2, DFT ωB97M-V/def2-TZVPD
N 0.893 -0.236 -0.576
N -1.400 -1.086 0.355
C -0.236 0.708 -0.803
C 1.814 0.147 0.528
C -1.360 0.349 0.170
H 1.423 -0.451 -1.418
H -1.571 -1.373 1.311
H 2.329 -0.734 0.910
H -2.124 -1.533 -0.192
H -0.542 0.591 -1.840
H 0.431 -1.116 -0.280
H 2.503 0.925 0.223
H -1.229 0.874 1.116
H 0.104 1.724 -0.638
H -2.256 0.767 -0.254
H 1.221 0.445 1.389
```

Summary:
E_HOMO in eV: -14.6
Total charge: +1
HOMO-LUMO gap in eV: 11.59
Multiplicity: 1
Structure (SMILES): C[NH2+]CCN

These are the natural (NBO) partial charges, in e, on atoms 1 to 5:
1. N -0.519
2. N -0.875
3. C -0.232
4. C -0.431
5. C -0.254

---

Q) Molecular formula: C3H11N2
Method: DFT, ωB97M-V/def2-TZVPD

The geometry in XYZ format:
```
16
C3H11N2, DFT ωB97M-V/def2-TZVPD
N -0.244 0.923 0.448
N 1.532 -0.726 -0.436
C -1.041 1.643 -0.566
C -0.636 -0.435 0.823
C 0.381 -1.475 0.080
H -1.585 -0.703 0.407
H -2.045 1.853 -0.206
H -0.606 -0.537 1.911
H -0.530 2.617 -0.623
H 2.241 -0.811 0.290
H 1.963 -0.985 -1.324
H 1.073 0.242 -0.546
H -1.048 1.081 -1.521
H 0.284 1.452 1.119
H -0.288 -1.878 -0.682
H 0.550 -2.260 0.826
```

Summary:
E_HOMO in eV: -13.6
Total charge: +1
HOMO-LUMO gap in eV: 10.21
Multiplicity: 1
Structure (SMILES): CNCC[NH3+]

These are the natural (NBO) partial charges, in e, on atoms 1 to 5:
1. N -0.677
2. N -0.710
3. C -0.414
4. C -0.219
5. C -0.284

---

R) Molecular formula: C3H11N2
Method: DFT, ωB97M-V/def2-TZVPD

The geometry in XYZ format:
```
16
C3H11N2, DFT ωB97M-V/def2-TZVPD
N 0.371 1.304 -0.070
N -0.676 3.112 0.949
C 0.447 -1.813 0.202
C -0.257 2.460 -0.104
C -0.250 -2.751 -0.803
H 0.271 0.665 -0.844
H 0.492 -2.822 -1.609
H 1.059 -1.050 -0.274
H -0.143 -3.781 -0.464
H -1.233 -2.477 -1.143
H 0.674 0.931 0.819
H 1.173 -2.336 0.798
H -0.271 -1.388 0.899
H -1.044 4.039 0.795
H -0.385 2.916 1.898
H -0.227 2.991 -1.050
```

Summary:
E_HOMO in eV: -14.8
Total charge: +1
HOMO-LUMO gap in eV: 10.43
Multiplicity: 1

These are the natural (NBO) partial charges, in e, on atoms 1 to 5:
1. N -0.710
2. N -0.691
3. C -0.614
4. C 0.406
5. C -0.626

---

S) Molecular formula: C3H11N2
Method: DFT, ωB97M-V/def2-TZVPD

The geometry in XYZ format:
```
16
C3H11N2, DFT ωB97M-V/def2-TZVPD
N -2.855 0.664 -0.079
N 1.659 -0.614 -0.272
C -1.490 0.093 0.018
C -0.514 0.325 1.251
C 3.107 -0.480 -0.767
H -1.852 -0.953 -0.046
H 0.750 -0.238 0.553
H -0.444 1.429 1.362
H 3.247 -1.169 -1.567
H -0.909 0.372 -0.937
H 3.838 -0.678 0.071
H 3.199 0.606 -0.962
H 1.296 -1.629 -0.399
H -3.131 0.619 -1.047
H -3.152 1.607 0.318
H -1.084 0.052 2.106
```

Summary:
E_HOMO in eV: -13.5
Total charge: +1
HOMO-LUMO gap in eV: 4.69
Multiplicity: 1

These are the natural (NBO) partial charges, in e, on atoms 1 to 5:
1. N -0.739
2. N -0.466
3. C -0.303
4. C -0.256
5. C -0.428

---

Top of the stability list: P), leading by 51.5 kJ/mol.

---

P) Molecular formula: C24H30N4O2
Method: DFT, ωB97M-V/def2-TZVPD

The geometry in XYZ format:
```
60
C24H30N4O2, DFT ωB97M-V/def2-TZVPD
O -7.869 -2.844 0.154
O 4.300 -1.846 0.864
N -4.849 -1.055 -0.294
N -2.737 0.811 -1.107
N -0.456 4.037 0.517
N 0.739 3.453 0.674
C -4.834 -0.277 -1.451
C 2.113 -1.067 0.597
C 8.225 -1.702 -0.842
C 5.663 -1.762 0.270
C -6.676 -2.262 -0.455
C -7.789 -3.635 1.383
C -3.493 -0.011 -2.023
C 2.895 1.509 0.327
C 7.128 -1.156 -1.676
C 5.889 -1.010 -1.080
C -1.388 1.111 -1.578
C 7.918 -2.485 0.330
C -0.636 5.384 0.974
C -0.833 2.139 -0.451
C -6.156 -1.207 0.309
C 3.397 -0.761 0.731
C 0.425 2.214 0.265
C 3.799 0.706 0.231
C 6.633 -2.416 0.889
C 1.419 1.120 0.197
C -2.796 0.005 0.472
C -1.247 3.268 -0.306
C -4.192 -0.135 0.847
C 1.016 -0.127 0.569
H -2.280 0.816 1.063
H -0.693 0.335 -1.617
H -7.543 -3.058 2.208
H -4.101 -0.500 1.718
H -5.476 0.850 -1.498
H -2.109 3.765 -0.666
H -0.039 -0.451 0.675
H 1.947 -2.303 0.802
H -7.087 -1.947 -1.224
H -4.416 1.007 0.811
H 0.293 5.486 1.579
H -3.431 0.283 -3.012
H 7.329 -0.616 -2.487
H -2.203 -0.815 0.197
H -5.466 -0.661 -2.136
H 4.954 -0.528 -1.480
H -1.352 1.388 -2.424
H -6.111 -3.216 -0.576
H -6.008 -1.524 1.505
H 9.191 -1.724 -1.008
H 6.492 -2.623 1.866
H -6.817 -0.386 0.372
H -8.791 -3.941 1.568
H 4.876 0.993 0.493
H 8.767 -2.837 0.719
H 3.079 2.347 0.273
H -7.001 -4.474 1.386
H -2.943 -0.938 -2.012
H -0.691 6.208 0.053
H -1.278 5.462 1.546
```

Summary:
E_HOMO in eV: -7.7
HOMO-LUMO gap in eV: 8.40
Multiplicity: 1
Structure (SMILES): COCCN1CCN(Cc2cn(C)nc2-c2ccc(Oc3ccccc3)cc2)CC1

These are the natural (NBO) partial charges, in e, on atoms 1 to 5:
1. O -0.566
2. O -0.514
3. N -0.415
4. N -0.440
5. N -0.192

---

Q) Molecular formula: C24H30N4O2
Method: DFT, ωB97M-V/def2-TZVPD

The geometry in XYZ format:
```
60
C24H30N4O2, DFT ωB97M-V/def2-TZVPD
O -1.617 3.280 -0.819
O -3.469 -3.176 0.212
N 5.585 0.923 0.005
N -0.462 -2.425 -0.655
N 4.554 1.678 -0.348
N 1.679 -1.212 0.761
C 3.822 -0.084 0.847
C 0.552 -1.646 -1.339
C 0.677 -1.993 1.453
C -4.932 3.517 0.627
C 1.865 -1.744 -0.572
C -2.757 2.886 -0.173
C 6.921 1.291 -0.363
C 2.922 -1.084 1.495
C -3.734 3.857 0.029
C -1.705 -2.492 -1.397
C -4.625 -2.494 -0.203
C -0.407 2.696 -0.533
C -2.629 -3.587 -0.844
C 0.549 2.707 -1.544
C 2.140 1.660 -0.068
C 1.183 1.670 0.942
C -0.075 2.191 0.720
C 3.468 1.101 0.154
C -5.166 2.214 1.036
C -0.638 -1.905 0.689
C -4.199 1.246 0.822
C -3.003 1.572 0.211
C 5.192 -0.154 0.717
C 1.811 2.202 -1.308
H -5.199 -2.286 0.699
H 0.284 3.121 -2.505
H -6.098 1.953 1.514
H 0.540 -1.586 2.458
H -0.952 -0.846 0.665
H -0.800 2.220 1.522
H -1.407 -2.488 1.195
H 6.859 2.200 -0.958
H 5.894 -0.880 1.077
H -1.456 -2.745 -2.431
H -5.685 4.276 0.783
H 3.459 -2.049 1.579
H 0.269 -0.581 -1.419
H -4.374 0.227 1.132
H 2.629 -1.158 -1.086
H 0.976 -3.054 1.541
H 2.557 2.214 -2.088
H -2.259 0.811 0.028
H 0.687 -2.049 -2.346
H 2.676 -0.759 2.513
H 2.188 -2.801 -0.543
H 7.390 0.501 -0.953
H 7.529 1.481 0.524
H -2.007 -4.388 -0.435
H -3.242 -3.995 -1.660
H 1.432 1.287 1.919
H -5.227 -3.115 -0.879
H -3.535 4.868 -0.290
H -2.235 -1.523 -1.404
H -4.394 -1.550 -0.710
```

Summary:
E_HOMO in eV: -7.8
HOMO-LUMO gap in eV: 8.62
Multiplicity: 1
Structure (SMILES): COCCN1CCN(Cc2cn(C)nc2-c2ccc(Oc3ccccc3)cc2)CC1

These are the natural (NBO) partial charges, in e, on atoms 1 to 5:
1. O -0.481
2. O -0.544
3. N -0.158
4. N -0.446
5. N -0.261

---

Top of the stability list: Q), leading by 1652.8 kJ/mol.

---

P) Molecular formula: C2H2BrNO3
Method: DFT, ωB97M-V/def2-TZVPD

The geometry in XYZ format:
```
9
C2H2BrNO3, DFT ωB97M-V/def2-TZVPD
Br -0.631 1.586 -1.767
O -1.771 -0.310 -0.160
O 1.979 1.400 -0.688
O -0.538 -2.060 -0.333
N -0.777 -0.971 0.177
C 0.881 1.153 -0.817
C 0.184 -0.362 0.972
H -0.341 0.426 1.510
H 1.014 -0.863 1.106
```

Summary:
E_HOMO in eV: -9.3
HOMO-LUMO gap in eV: 7.75
Multiplicity: 1

These are the natural (NBO) partial charges, in e, on atoms 1 to 5:
1. Br 0.252
2. O -0.452
3. O -0.426
4. O -0.430
5. N 0.446

---

Q) Molecular formula: C2H2BrNO3
Method: DFT, ωB97M-V/def2-TZVPD

The geometry in XYZ format:
```
9
C2H2BrNO3, DFT ωB97M-V/def2-TZVPD
Br -3.064 0.840 -0.105
O 0.690 3.621 0.266
O -2.079 -1.772 -0.676
O 1.797 2.089 -1.024
N -1.618 -0.725 -0.336
C 1.244 2.861 -0.384
C -0.450 -0.306 -0.085
H -0.289 0.705 0.233
H 0.378 -0.996 -0.161
```

Summary:
E_HOMO in eV: -10.2
HOMO-LUMO gap in eV: 8.86
Multiplicity: 1
Structure (SMILES): C=[N+]([O-])Br.O=C=O

These are the natural (NBO) partial charges, in e, on atoms 1 to 5:
1. Br -0.077
2. O -0.500
3. O -0.330
4. O -0.515
5. N 0.183

---

Top of the stability list: Q), leading by 364.7 kJ/mol.

---

P) Molecular formula: C5H7N3
Method: DFT, ωB97M-V/def2-TZVPD

The geometry in XYZ format:
```
15
C5H7N3, DFT ωB97M-V/def2-TZVPD
N 0.254 0.054 0.273
N -0.174 -0.039 2.719
N 0.706 3.120 0.955
C 0.615 2.044 1.454
C -0.077 0.667 -1.082
C 0.127 -1.233 -0.124
C -0.194 -0.802 -1.581
C 0.334 0.569 1.560
H 0.623 1.180 -1.493
H -0.508 -0.865 2.437
H -1.342 -0.759 -1.601
H 1.088 -1.950 0.164
H 0.353 -0.976 -2.661
H -0.708 -2.108 0.186
H -1.097 1.098 -1.207
```

Summary:
E_HOMO in eV: -9.2
HOMO-LUMO gap in eV: 9.17
Multiplicity: 1
Structure (SMILES): [H]/N=C(/C#N)N1CCC1

These are the natural (NBO) partial charges, in e, on atoms 1 to 5:
1. N -0.437
2. N -0.608
3. N -0.278
4. C 0.238
5. C -0.157

---

Q) Molecular formula: C5H7N3
Method: DFT, ωB97M-V/def2-TZVPD

The geometry in XYZ format:
```
15
C5H7N3, DFT ωB97M-V/def2-TZVPD
N -1.260 1.573 0.064
N 1.015 0.713 -0.703
N -1.924 -0.810 -0.087
C -0.536 -1.321 0.261
C -2.099 0.377 -0.280
C 0.040 1.528 0.056
C 0.652 -0.719 -0.587
C 1.801 -0.010 0.244
H -0.273 -0.960 1.284
H -0.620 -2.377 0.089
H 1.687 0.296 1.322
H 2.808 -0.198 -0.032
H 0.665 2.348 0.445
H -3.049 0.899 -0.720
H 1.092 -1.337 -1.353
```

Summary:
E_HOMO in eV: -9.3
HOMO-LUMO gap in eV: 10.15
Multiplicity: 1
Structure (SMILES): C1=NC=NC[C@@H]2CN12

These are the natural (NBO) partial charges, in e, on atoms 1 to 5:
1. N -0.507
2. N -0.401
3. N -0.437
4. C -0.271
5. C 0.273

---

Top of the stability list: Q), leading by 155.0 kJ/mol.